(1)
Below is 2 unconnected molecules or ions with the total composition C4H7NO2, with properties calculated with wB97M-V/def2-TZVPD.

```
14
Properties=species:S:1:pos:R:3
O -1.736 1.810 -0.583
O 1.708 0.488 -1.313
N 0.971 -0.211 -0.310
C -1.921 0.681 -0.372
C -2.087 -0.541 -0.148
C 1.042 0.619 0.882
C 0.576 -1.407 -0.457
H 2.397 -0.091 -1.710
H 0.135 -1.881 0.416
H 2.168 0.867 1.080
H -1.636 -1.244 -0.689
H 0.421 1.486 0.759
H -2.719 -0.733 0.694
H 0.681 0.157 1.751
```

Results
energy	-361.64970	Ha
energy above the lowest of the compared OMol25 structures with the same formula, charge and spin	606.90	kJ/mol

The computed Löwdin charges, all in e, follow: 0.172, -0.038, -0.320, -0.298, 0.005, -0.038, 0.018, 0.114, 0.025, 0.134, 0.000, 0.069, 0.090, 0.067

=====

(2)
Below is C4H7NO2 in the gas phase, with properties calculated with wB97M-V/def2-TZVPD.

```
14
Properties=species:S:1:pos:R:3
O 1.030 -1.336 -0.129
O 3.058 -0.453 0.459
N 1.227 0.896 0.153
C -1.594 -0.682 0.030
C -0.174 0.849 0.065
C -0.119 -0.775 -0.696
C 1.900 -0.301 0.190
H 0.158 -0.347 -1.664
H -2.105 0.208 0.519
H -0.646 1.470 -0.707
H -1.515 -1.404 0.827
H -0.617 1.175 1.042
H 1.646 1.628 0.686
H -2.248 -0.928 -0.775
```

Results
SMILES	C[C@H]1CNC(=O)O1
energy	-361.73212	Ha
energy above the lowest of the compared OMol25 structures with the same formula, charge and spin	390.51	kJ/mol

The computed Löwdin charges, all in e, follow: 0.038, 0.116, 0.052, -0.079, -0.186, -0.153, -0.533, 0.143, 0.084, 0.117, 0.083, 0.119, 0.144, 0.056

=====

(3)
Below is 2 unconnected molecules or ions with the total composition C4H7NO2, with properties calculated with wB97M-V/def2-TZVPD.

```
14
Properties=species:S:1:pos:R:3
O 1.783 0.178 1.082
O -0.953 -0.246 1.628
N 1.181 -1.465 -0.411
C -1.214 1.477 -0.027
C -1.658 0.473 0.736
C 2.078 -0.626 0.218
C 0.390 -1.086 -1.323
H 0.382 -0.073 -1.733
H 3.128 -0.812 -0.062
H -0.330 -1.799 -1.724
H -2.690 0.131 0.687
H -0.193 1.844 0.048
H -0.013 0.021 1.586
H -1.891 1.984 -0.705
```

Results
SMILES	C=NC=O.C=CO
energy	-361.79222	Ha
energy above the lowest of the compared OMol25 structures with the same formula, charge and spin	232.72	kJ/mol

The computed Löwdin charges, all in e, follow: 0.031, -0.011, 0.057, -0.024, -0.301, -0.320, 0.000, 0.085, 0.133, 0.086, 0.111, 0.052, 0.055, 0.047

=====

(4)
Below is 2 unconnected molecules or ions with the total composition C4H7NO2, with properties calculated with wB97M-V/def2-TZVPD.

```
14
Properties=species:S:1:pos:R:3
O 1.214 1.602 -1.756
O 0.070 1.058 0.838
N 1.764 0.713 -3.843
C -0.201 -1.370 1.649
C 1.373 1.141 -2.806
C -0.654 -0.499 0.502
C -1.560 -0.744 1.685
H -1.735 0.036 2.412
H 1.384 0.241 -4.628
H 0.891 0.996 0.317
H -2.422 -1.369 1.497
H -0.126 -2.427 1.433
H 0.536 -1.014 2.352
H -0.535 1.636 0.348
```

Results
energy	-361.68740	Ha
energy above the lowest of the compared OMol25 structures with the same formula, charge and spin	507.91	kJ/mol

The computed Löwdin charges, all in e, follow: 0.137, 0.002, 0.216, -0.227, -0.399, -0.129, -0.227, 0.087, 0.084, 0.090, 0.082, 0.081, 0.087, 0.116

=====

no.,HOMO level (eV),HOMO-LUMO gap (eV),strongest force on any atom (eV/A)
1,-8.546,9.21,4.2
2,-9.166,9.86,6.2
3,-8.845,9.33,0.5
4,-7.338,7.89,1.2